#a
{
  "formula": "C5H6OS",
  "method": "ωB97M-V/def2-TZVPD",
  "spin_multiplicity": 1,
  "homo_ev": -9.21,
  "charge": 0,
  "gap_ev": 9.72,
  "smiles": "O=C1CC[C@H]2S[C@H]12",
  "symbols": ["O", "C", "C", "C", "C", "S", "C", "H", "H", "H", "H", "H", "H"],
  "positions_angstrom": [[-1.22, 1.69, -1.46], [-0.78, 0.94, -0.64], [0.71, 0.93, -0.09], [0.96, -0.50, 0.54], [-0.21, -1.19, -0.16], [-1.81, -1.97, 0.10], [-1.33, -0.24, 0.15], [0.81, 1.73, 0.62], [1.38, 1.16, -0.93], [0.86, -0.49, 1.62], [1.94, -0.90, 0.27], [-0.01, -1.24, -1.21], [-1.30, 0.06, 1.20]]
}

=====

#b
{
  "formula": "C5H6OS",
  "method": "ωB97M-V/def2-TZVPD",
  "spin_multiplicity": 1,
  "homo_ev": -8.15,
  "charge": 0,
  "gap_ev": 9.09,
  "smiles": "C1=CS[C@H]2C[C@@H]2O1",
  "symbols": ["C", "C", "S", "C", "C", "C", "O", "H", "H", "H", "H", "H", "H"],
  "positions_angstrom": [[-0.96, 1.39, 0.06], [-1.80, 0.34, -0.05], [-1.38, -1.40, -0.11], [0.26, -0.96, 0.44], [1.72, -0.93, -0.02], [0.76, 0.13, -0.45], [0.42, 1.41, 0.01], [-1.35, 2.42, 0.19], [-2.84, 0.55, -0.01], [0.20, -0.62, 1.47], [2.08, -1.56, -0.85], [2.43, -0.78, 0.79], [0.45, 0.02, -1.48]]
}

=====

Stability summary: most stable #a, least stable #b.

=====

#a
{
  "formula": "C6H10OSi2",
  "method": "ωB97M-V/def2-TZVPD",
  "spin_multiplicity": 1,
  "homo_ev": [-7.08, -7.08],
  "charge": 0,
  "gap_ev": [7.28, 7.28],
  "symbols": ["C", "C", "C", "C", "C", "C", "O", "Si", "Si", "H", "H", "H", "H", "H", "H", "H", "H", "H", "H"],
  "positions_angstrom": [[1.40, -1.68, -0.15], [0.38, -2.50, -0.10], [0.39, 0.54, -1.71], [-0.93, 0.28, -1.67], [2.54, 1.22, 0.71], [-3.00, -0.07, 1.07], [-0.31, 0.27, 0.82], [1.18, 0.20, -0.07], [-1.54, -0.28, 0.00], [2.50, -2.04, -0.07], [0.37, -3.62, -0.24], [0.81, 0.97, -2.58], [-1.45, 0.15, -2.68], [3.13, 0.66, 1.44], [3.23, 1.39, -0.11], [2.20, 2.25, 1.08], [-3.68, 0.77, 0.81], [-3.85, -0.85, 1.20], [-2.49, 0.02, 2.03]]
}

=====

#b
{
  "formula": "C6H10OSi2",
  "method": "ωB97M-V/def2-TZVPD",
  "spin_multiplicity": 1,
  "homo_ev": -9.31,
  "charge": 0,
  "gap_ev": 9.53,
  "symbols": ["C", "C", "C", "C", "C", "C", "O", "Si", "Si", "H", "H", "H", "H", "H", "H", "H", "H", "H", "H"],
  "positions_angstrom": [[-0.31, -3.05, -0.26], [0.23, -2.24, -1.24], [-0.45, -2.60, 0.99], [0.37, -0.86, -0.98], [-0.32, -1.27, 1.27], [0.02, -0.34, 0.31], [1.18, 2.12, 1.57], [0.12, 3.24, -1.14], [-0.05, 1.61, 0.52], [-0.29, -4.08, -0.43], [0.19, -2.64, -2.25], [-0.79, -3.29, 1.77], [0.85, -0.30, -1.75], [-0.61, -0.97, 2.29], [1.28, 1.78, 2.47], [1.21, 3.07, -2.28], [-1.12, 3.53, -1.90], [0.39, 4.58, -0.53], [-1.91, 1.72, 1.56]]
}

=====

Stability summary: most stable #a, least stable #b.

=====

#a
{
  "formula": "C4H14N2O2",
  "method": "ωB97M-V/def2-TZVPD",
  "spin_multiplicity": 1,
  "homo_ev": -9.01,
  "charge": 0,
  "gap_ev": 9.55,
  "smiles": "[H]/N=C/NCCC.O.O",
  "symbols": ["H", "N", "C", "N", "C", "C", "C", "H", "H", "H", "H", "H", "H", "H", "H", "H", "O", "H", "H", "O", "H", "H"],
  "positions_angstrom": [[3.28, 2.13, -1.26], [2.82, 1.60, -0.53], [2.18, 0.59, -0.98], [1.16, 0.03, -0.25], [0.44, -1.13, -0.80], [-0.18, -2.03, 0.30], [-1.69, -1.82, 0.35], [2.31, 0.24, -2.00], [1.30, 0.04, 0.75], [1.21, -1.75, -1.26], [-0.26, -0.78, -1.55], [0.06, -3.03, -0.02], [0.33, -1.84, 1.25], [-2.18, -2.33, -0.48], [-2.04, -2.34, 1.25], [-2.04, -0.80, 0.28], [-1.75, 2.80, -0.56], [-1.26, 2.45, -1.31], [-1.32, 2.48, 0.25], [-1.02, 1.89, 1.88], [-0.28, 1.26, 1.95], [-1.07, 2.32, 2.74]]
}

=====

#b
{
  "formula": "C4H14N2O2",
  "method": "ωB97M-V/def2-TZVPD",
  "spin_multiplicity": 1,
  "homo_ev": -8.93,
  "charge": 0,
  "gap_ev": 9.43,
  "smiles": "C[C@@H](N)CNCO.O",
  "symbols": ["C", "C", "N", "C", "N", "C", "O", "H", "H", "H", "H", "H", "H", "H", "H", "H", "H", "H", "H", "O", "H", "H"],
  "positions_angstrom": [[2.22, -0.42, 1.48], [1.31, 0.20, 0.31], [2.03, 0.49, -0.98], [0.19, -0.82, 0.01], [-0.51, -1.16, 1.19], [-1.82, -0.50, 1.33], [-1.66, 0.90, 1.24], [2.90, 0.27, 2.01], [1.76, -0.56, 2.48], [2.75, -1.25, 1.11], [0.85, 1.13, 0.52], [2.93, 0.77, -0.71], [2.07, -0.41, -1.47], [0.79, -1.80, -0.37], [-0.48, -0.47, -0.83], [0.11, -1.03, 2.01], [-2.48, -0.72, 0.54], [-2.13, -0.65, 2.41], [-1.86, 1.10, 0.29], [-1.69, 1.08, -3.89], [-0.84, 0.63, -4.03], [-1.69, 1.03, -2.99]]
}

=====

Stability summary: most stable #a, least stable #b.

=====

#a
{
  "formula": "C3H8N2",
  "method": "ωB97M-V/def2-TZVPD",
  "spin_multiplicity": 1,
  "homo_ev": -9.08,
  "charge": 0,
  "gap_ev": 10.07,
  "smiles": "[H]/N=C\\NCC",
  "symbols": ["H", "N", "C", "N", "C", "C", "H", "H", "H", "H", "H", "H", "H"],
  "positions_angstrom": [[-1.92, 0.09, -2.49], [-2.31, 0.09, -1.54], [-1.50, -0.27, -0.65], [-0.14, -0.56, -0.80], [0.74, -0.64, 0.38], [1.08, 0.71, 1.19], [-1.73, -0.28, 0.46], [0.28, -0.07, -1.60], [1.81, -0.75, -0.22], [0.37, -1.55, 0.96], [0.21, 1.16, 1.78], [1.44, 1.52, 0.51], [1.68, 0.54, 2.03]]
}

=====

#b
{
  "formula": "C3H8N2",
  "method": "ωB97M-V/def2-TZVPD",
  "spin_multiplicity": 1,
  "homo_ev": -7.23,
  "charge": 0,
  "gap_ev": 8.28,
  "smiles": "C/C(N)=C/N",
  "symbols": ["C", "C", "N", "C", "N", "H", "H", "H", "H", "H", "H", "H", "H"],
  "positions_angstrom": [[0.92, -1.57, 0.55], [0.33, -0.23, 0.19], [0.85, 0.85, 0.90], [-0.56, -0.05, -0.81], [-1.54, 0.95, -1.05], [0.25, -2.36, 0.21], [1.88, -1.80, 0.08], [1.02, -1.55, 1.64], [1.39, 0.69, 1.72], [0.91, 1.78, 0.53], [-0.97, -0.94, -1.31], [-2.46, 0.64, -0.75], [-1.33, 1.80, -0.53]]
}

=====

Stability summary: most stable #b, least stable #a.

=====

#a
{
  "formula": "C3H8N2",
  "method": "ωB97M-V/def2-TZVPD",
  "spin_multiplicity": 1,
  "homo_ev": -8.11,
  "charge": 0,
  "gap_ev": 9.11,
  "smiles": "C=NN(C)C",
  "symbols": ["C", "N", "N", "C", "C", "H", "H", "H", "H", "H", "H", "H", "H"],
  "positions_angstrom": [[-0.54, 1.28, 1.27], [-0.74, 0.78, 0.09], [0.01, -0.27, -0.24], [1.06, -0.74, 0.55], [-0.11, -0.74, -1.60], [0.28, 0.94, 1.94], [-1.07, 2.19, 1.53], [1.36, -1.69, 0.11], [0.62, -1.03, 1.57], [1.96, -0.01, 0.57], [-0.03, -0.06, -2.49], [0.65, -1.45, -1.84], [-1.07, -1.27, -1.71]]
}

=====

#b
{
  "formula": "C3H8N2",
  "method": "ωB97M-V/def2-TZVPD",
  "spin_multiplicity": 1,
  "homo_ev": -9.14,
  "charge": 0,
  "gap_ev": 10.24,
  "smiles": "[H]/N=C/N.C=C",
  "symbols": ["H", "N", "C", "N", "H", "H", "H", "C", "C", "H", "H", "H", "H"],
  "positions_angstrom": [[-0.77, 1.15, -2.45], [-1.15, 1.24, -1.51], [-1.42, 0.13, -0.96], [-1.97, 0.10, 0.28], [-1.30, -0.84, -1.43], [-2.25, 0.96, 0.71], [-2.09, -0.75, 0.80], [2.07, -0.61, 0.22], [1.51, -0.09, 1.31], [2.49, -1.61, 0.14], [2.31, 0.05, -0.61], [1.45, -0.67, 2.22], [1.14, 0.93, 1.28]]
}

=====

#c
{
  "formula": "C3H8N2",
  "method": "ωB97M-V/def2-TZVPD",
  "spin_multiplicity": 1,
  "homo_ev": -8.78,
  "charge": 0,
  "gap_ev": 9.65,
  "smiles": "[H]/N=C(/C)NC",
  "symbols": ["H", "N", "C", "C", "N", "C", "H", "H", "H", "H", "H", "H", "H"],
  "positions_angstrom": [[-1.50, -1.77, 0.22], [-1.66, -0.80, 0.06], [-0.60, -0.13, -0.01], [-0.77, 1.36, -0.04], [0.70, -0.68, -0.12], [1.96, 0.11, 0.10], [0.16, 1.77, -0.62], [-1.88, 1.46, -0.65], [-0.87, 1.89, 1.10], [0.61, -1.73, -0.13], [1.82, 0.93, -0.60], [2.83, -0.50, -0.48], [2.00, 0.38, 1.24]]
}

=====

Stability summary: most stable #b, least stable #a.

=====

#a
{
  "formula": "C3H11NOS",
  "method": "ωB97M-V/def2-TZVPD",
  "spin_multiplicity": 1,
  "homo_ev": -8.88,
  "charge": 0,
  "gap_ev": 9.68,
  "smiles": "CCS.NCO",
  "symbols": ["C", "C", "S", "H", "H", "H", "H", "H", "H", "N", "C", "O", "H", "H", "H", "H", "H"],
  "positions_angstrom": [[-1.21, 1.37, -0.06], [-1.54, 0.11, 0.71], [-3.16, -0.75, 0.20], [-0.98, 2.18, 0.63], [-0.44, 1.32, -0.83], [-2.09, 1.63, -0.66], [-1.72, 0.18, 1.78], [-0.74, -0.63, 0.66], [-3.38, 0.08, -0.79], [2.56, 0.12, -0.06], [1.92, -1.15, 0.18], [0.92, -1.49, -0.80], [1.83, 0.81, -0.02], [3.06, 0.05, -0.94], [1.39, -1.11, 1.14], [2.62, -1.97, 0.31], [0.95, -0.76, -1.43]]
}

=====

#b
{
  "formula": "C3H11NOS",
  "method": "ωB97M-V/def2-TZVPD",
  "spin_multiplicity": 1,
  "homo_ev": -8.47,
  "charge": 0,
  "gap_ev": 9.39,
  "smiles": "CSC.NCO",
  "symbols": ["C", "S", "C", "H", "H", "H", "H", "H", "H", "N", "C", "O", "H", "H", "H", "H", "H"],
  "positions_angstrom": [[0.19, -2.43, 4.29], [0.70, -0.86, 3.58], [-0.93, -0.15, 3.22], [0.93, -2.81, 4.99], [0.01, -3.15, 3.44], [-0.85, -2.37, 4.81], [-0.90, 0.97, 3.03], [-1.38, -0.66, 2.36], [-1.68, -0.18, 4.10], [-0.45, 1.22, -4.67], [0.58, 1.18, -3.71], [1.71, 2.20, -3.89], [-1.02, 2.07, -4.74], [-0.32, 0.84, -5.56], [0.22, 1.41, -2.75], [1.11, 0.27, -3.72], [2.08, 2.45, -4.78]]
}

=====

#c
{
  "formula": "C3H11NOS",
  "method": "ωB97M-V/def2-TZVPD",
  "spin_multiplicity": 1,
  "homo_ev": -9.25,
  "charge": 0,
  "gap_ev": 9.93,
  "smiles": "CCS.NCO",
  "symbols": ["C", "C", "S", "H", "H", "H", "H", "H", "H", "N", "C", "O", "H", "H", "H", "H", "H"],
  "positions_angstrom": [[-2.48, 1.31, 0.94], [-1.36, 0.33, 0.59], [-1.41, -0.13, -1.18], [-2.29, 2.24, 0.41], [-3.46, 0.90, 0.67], [-2.46, 1.50, 2.01], [-1.55, -0.63, 1.06], [-0.44, 0.76, 0.94], [-0.11, -0.26, -1.47], [2.67, 0.11, -0.74], [2.55, -0.55, 0.56], [1.25, -0.96, 1.03], [1.91, -0.18, -1.35], [2.49, 1.09, -0.55], [2.96, 0.11, 1.32], [3.15, -1.47, 0.58], [0.81, -1.24, 0.20]]
}

=====

Stability summary: most stable #c, least stable #b.

=====

#a
{
  "formula": "C3H11NOS",
  "method": "ωB97M-V/def2-TZVPD",
  "spin_multiplicity": 1,
  "homo_ev": -9.05,
  "charge": 0,
  "gap_ev": 9.85,
  "smiles": "C[C@@H](N)CS.O",
  "symbols": ["C", "C", "N", "C", "S", "H", "H", "H", "H", "H", "H", "H", "H", "H", "O", "H", "H"],
  "positions_angstrom": [[-0.39, 1.01, 2.33], [-0.36, 0.63, 0.85], [-0.66, 1.79, 0.01], [1.05, -0.17, 0.59], [1.39, -1.55, -0.66], [-0.07, 0.14, 2.99], [-1.39, 1.31, 2.49], [0.41, 1.85, 2.40], [-1.15, -0.14, 0.62], [-1.33, 2.45, 0.46], [0.13, 2.38, -0.03], [1.91, 0.50, 0.50], [1.30, -0.73, 1.48], [1.84, -0.94, -1.78], [-2.06, -0.34, -2.23], [-2.85, -0.79, -1.85], [-1.71, 0.15, -1.47]]
}

=====

#b
{
  "formula": "C3H11NOS",
  "method": "ωB97M-V/def2-TZVPD",
  "spin_multiplicity": 1,
  "homo_ev": -8.39,
  "charge": 0,
  "gap_ev": 9.16,
  "smiles": "CSC.NCO",
  "symbols": ["C", "S", "C", "H", "H", "H", "H", "H", "H", "N", "C", "O", "H", "H", "H", "H", "H"],
  "positions_angstrom": [[2.06, -1.17, -0.62], [1.56, -2.66, 0.22], [3.07, -3.79, -0.15], [1.06, -0.71, -1.08], [2.44, -0.53, 0.24], [2.86, -1.30, -1.26], [3.52, -3.77, -1.16], [2.93, -4.78, 0.22], [3.82, -3.46, 0.54], [-2.04, 2.33, 0.10], [-3.26, 2.52, 0.73], [-3.99, 3.74, 0.36], [-1.24, 2.91, 0.39], [-2.27, 2.30, -0.90], [-3.29, 2.40, 1.85], [-4.00, 1.74, 0.50], [-3.25, 4.23, 0.02]]
}

=====

#c
{
  "formula": "C3H11NOS",
  "method": "ωB97M-V/def2-TZVPD",
  "spin_multiplicity": 1,
  "homo_ev": -9.07,
  "charge": 0,
  "gap_ev": 9.75,
  "smiles": "C[C@H](N)CS.O",
  "symbols": ["C", "C", "N", "C", "S", "H", "H", "H", "H", "H", "H", "H", "H", "H", "O", "H", "H"],
  "positions_angstrom": [[0.56, -2.30, 0.87], [0.87, -0.87, 0.27], [0.96, 0.26, 1.20], [-0.05, -0.40, -1.02], [0.69, 0.96, -2.12], [0.49, -2.89, -0.04], [1.34, -2.54, 1.57], [-0.50, -2.30, 1.36], [1.80, -0.92, -0.39], [1.02, 1.06, 0.54], [0.08, 0.56, 1.74], [-1.04, -0.07, -0.58], [-0.37, -1.19, -1.74], [-0.46, 1.48, -2.46], [-1.84, 2.94, -0.05], [-1.44, 2.48, 0.64], [-2.10, 3.75, 0.19]]
}

=====

Stability summary: most stable #a, least stable #b.

=====

#a
{
  "formula": "C2H7NO2S",
  "method": "ωB97M-V/def2-TZVPD",
  "spin_multiplicity": 1,
  "homo_ev": -10.37,
  "charge": 0,
  "gap_ev": 11.12,
  "smiles": "N=[S@H](=O)O.C=C",
  "symbols": ["N", "S", "O", "O", "H", "H", "H", "C", "C", "H", "H", "H", "H"],
  "positions_angstrom": [[1.24, 2.17, 1.63], [1.10, 0.74, 1.18], [1.45, 0.28, -0.14], [-0.32, 0.07, 1.53], [1.00, 2.86, 0.95], [1.84, 0.06, 2.11], [-0.60, -0.46, 0.76], [-1.35, -1.31, -0.95], [-0.54, -0.60, -1.72], [-2.23, -0.88, -0.49], [-1.19, -2.36, -0.77], [-0.71, 0.45, -1.90], [0.31, -1.03, -2.21]]
}

=====

#b
{
  "formula": "C2H7NO2S",
  "method": "ωB97M-V/def2-TZVPD",
  "spin_multiplicity": 1,
  "homo_ev": [-8.32, -9.51],
  "charge": 0,
  "gap_ev": [7.66, 9.38],
  "symbols": ["C", "C", "N", "O", "O", "S", "H", "H", "H", "H", "H", "H", "H"],
  "positions_angstrom": [[2.15, -0.76, -0.18], [-2.33, 0.18, -0.43], [-0.19, 1.12, -0.66], [0.83, -0.96, -0.56], [-1.34, 1.08, -0.01], [0.91, 2.09, 0.10], [2.85, -0.85, -0.93], [2.63, -1.45, 0.61], [2.18, 0.25, 0.26], [-2.68, -0.15, 0.52], [-1.81, -0.66, -0.90], [-2.91, 0.81, -1.11], [0.47, 1.63, 1.37]]
}

=====

Stability summary: most stable #a, least stable #b.

=====

#a
{
  "formula": "C2H7NO2S",
  "method": "ωB97M-V/def2-TZVPD",
  "spin_multiplicity": 1,
  "homo_ev": -8.32,
  "charge": 0,
  "gap_ev": 8.86,
  "smiles": "OC(O)=S.CN",
  "symbols": ["O", "C", "O", "S", "H", "H", "C", "N", "H", "H", "H", "H", "H"],
  "positions_angstrom": [[-2.01, 0.83, 0.00], [-3.22, 0.39, 0.01], [-4.17, 1.32, 0.13], [-3.70, -1.18, -0.12], [-1.21, 0.12, 0.02], [-3.90, 2.17, 0.59], [1.57, -0.26, -0.16], [0.26, -0.76, 0.21], [2.01, 0.24, 0.73], [2.36, -1.13, -0.38], [1.39, 0.12, -1.20], [0.28, -1.05, 1.21], [-0.18, -1.46, -0.45]]
}

=====

#b
{
  "formula": "C2H7NO2S",
  "method": "ωB97M-V/def2-TZVPD",
  "spin_multiplicity": 1,
  "homo_ev": -9.41,
  "charge": 0,
  "gap_ev": 10.30,
  "smiles": "CON(S)OC",
  "symbols": ["C", "O", "N", "S", "O", "C", "H", "H", "H", "H", "H", "H", "H"],
  "positions_angstrom": [[0.53, 1.90, -0.23], [-0.23, 1.21, 0.71], [-0.65, -0.09, 0.04], [-2.27, -0.07, -0.19], [-0.13, -1.15, 0.83], [0.68, -1.99, 0.00], [1.45, 2.23, 0.31], [-0.13, 2.80, -0.75], [0.76, 1.15, -1.00], [-2.73, 0.34, 0.92], [0.56, -2.91, 0.27], [1.73, -1.67, 0.13], [0.42, -1.76, -1.02]]
}

=====

Stability summary: most stable #a, least stable #b.

=====

#a
{
  "formula": "C2H7NO2S",
  "method": "ωB97M-V/def2-TZVPD",
  "spin_multiplicity": 1,
  "homo_ev": -9.89,
  "charge": 0,
  "gap_ev": 10.81,
  "symbols": ["C", "C", "N", "O", "O", "S", "H", "H", "H", "H", "H", "H", "H"],
  "positions_angstrom": [[1.43, 0.66, 0.22], [1.05, -0.13, -0.99], [-2.29, -0.81, 0.77], [-1.28, 1.36, 0.11], [-0.22, -0.89, -0.54], [-1.62, 0.08, -0.53], [1.10, 0.04, 1.05], [2.50, 0.81, 0.24], [1.13, 1.72, 0.27], [1.56, -1.04, -1.22], [0.61, 0.56, -1.71], [-2.23, -1.79, 0.73], [-1.73, -0.56, 1.60]]
}

=====

#b
{
  "formula": "C2H7NO2S",
  "method": "ωB97M-V/def2-TZVPD",
  "spin_multiplicity": 1,
  "homo_ev": -9.43,
  "charge": 0,
  "gap_ev": 10.22,
  "symbols": ["C", "C", "N", "O", "O", "S", "H", "H", "H", "H", "H", "H", "H"],
  "positions_angstrom": [[-0.44, 1.13, -0.28], [0.13, -1.14, 0.53], [0.59, 0.34, 0.41], [2.93, -0.36, 0.19], [-0.60, 2.36, 0.37], [2.10, 0.72, -0.23], [-0.46, 2.30, 1.30], [-0.06, 1.23, -1.33], [-1.45, 0.73, -0.31], [-0.76, -1.19, 1.19], [-0.10, -1.62, -0.38], [0.99, -1.68, 1.00], [1.59, 0.55, -1.63]]
}

=====

Stability summary: most stable #a, least stable #b.